*w*
8
Properties=species:S:1:pos:R:3:nbo_charge:R:1 method="wB97M-V/def2-TZVPD" molar_mass_g_mol=114.6 homo_lumo_gap_ev="6.821 / 6.814" lumo_ha="-0.1016 / -0.1016"
C 0.619 -0.004 0.227 0.191
O 1.078 -0.030 -1.048 -0.725
O -0.068 -1.104 0.639 -0.494
S -2.414 -0.552 0.070 0.291
Cl -2.701 1.341 0.144 -0.061
H 0.201 0.976 0.212 0.166
H 1.480 0.026 0.981 0.154
H 1.805 -0.652 -1.226 0.478

*x*
8
Properties=species:S:1:pos:R:3:nbo_charge:R:1 method="wB97M-V/def2-TZVPD" molar_mass_g_mol=114.6 homo_lumo_gap_ev=9.392 lumo_ha=-0.0088 smiles="O=CO.SCl"
O 0.220 -2.966 0.509 -0.576
C -0.041 -1.793 0.386 0.653
O -1.012 -1.117 0.949 -0.674
H 0.458 -0.950 -0.218 0.105
H -1.601 -1.654 1.456 0.491
S 0.370 2.045 -1.077 0.015
Cl 1.306 3.422 0.066 -0.161
H 0.300 3.012 -2.071 0.147

Short version: *w* is the least stable of them.

*w*
45
Properties=species:S:1:pos:R:3:nbo_charge:R:1 method="wB97M-V/def2-TZVPD" molar_mass_g_mol=270.2 homo_lumo_gap_ev=6.121 lumo_ha=-0.0046
H 1.006 -1.162 -0.981 0.449
H -0.311 -0.280 -0.842 0.426
H 3.419 0.824 -0.574 0.459
H 2.045 0.957 -1.101 0.445
H -2.730 -4.409 0.737 0.458
H -1.908 -3.136 0.837 0.461
H 0.914 -1.705 1.833 0.473
H 2.015 -2.381 0.997 0.382
H 4.988 -0.328 1.416 0.451
H 4.137 -1.435 1.469 0.448
H -4.568 -1.705 -2.342 0.464
H -3.903 -2.386 -1.125 0.467
H 1.589 0.494 2.879 0.412
H 2.458 -0.881 2.844 0.507
H 2.324 2.978 -2.297 0.464
H 3.460 3.993 -1.955 0.475
H -4.271 -0.014 -0.705 0.482
H -4.399 1.286 -0.206 0.468
H -0.514 -1.641 -1.852 0.443
H -1.533 -1.876 -0.870 0.436
H -3.084 0.801 1.392 0.492
H -2.827 0.802 2.986 0.483
H 0.328 3.634 -1.328 0.450
H -0.103 4.207 -0.121 0.474
H 0.589 0.745 1.321 0.496
H -0.461 1.483 0.464 0.447
H 3.624 -2.672 -2.538 0.460
H 3.352 -3.275 -1.254 0.460
H -3.605 4.334 0.308 0.469
H -3.203 2.875 0.424 0.485
O 0.367 -0.825 -0.353 -0.882
O 2.539 0.706 -0.303 -0.906
O -1.835 -4.051 0.675 -0.917
O 1.728 -1.485 1.381 -0.864
O 4.070 -0.534 1.441 -0.895
O -3.732 -2.098 -2.025 -0.928
O 1.925 -0.181 2.311 -0.897
O 3.292 3.051 -2.049 -0.938
O -3.885 0.570 -0.038 -0.932
O -0.713 -2.258 -1.201 -0.885
O -3.128 1.323 2.182 -0.995
O 0.726 3.877 -0.505 -0.923
O -0.080 0.660 0.653 -0.946
O 2.919 -2.599 -1.885 -0.919
O -3.019 3.718 -0.101 -0.956

*x*
45
Properties=species:S:1:pos:R:3:nbo_charge:R:1 method="wB97M-V/def2-TZVPD" molar_mass_g_mol=270.2 homo_lumo_gap_ev=8.555 lumo_ha=-0.0274
O -1.314 -0.395 -2.462 -0.989
H -2.216 -0.585 -2.241 0.484
H -1.008 0.095 -1.661 0.492
O -0.990 2.802 -1.024 -1.022
H -0.376 2.490 -1.670 0.505
H -1.560 2.109 -0.724 0.485
O 3.350 -0.253 1.731 -0.942
H 4.076 -0.829 1.961 0.474
H 2.787 -0.786 1.178 0.475
O -1.074 -2.187 2.138 -0.992
H -1.735 -1.421 2.088 0.499
H -0.309 -1.734 2.519 0.471
O 1.707 -2.067 0.267 -0.932
H 1.719 -2.768 0.861 0.483
H 2.427 -2.331 -0.266 0.486
O 0.654 1.849 -2.994 -0.984
H 1.189 1.018 -2.862 0.513
H -0.092 1.762 -3.583 0.485
O 0.060 0.392 -0.225 -0.981
H 0.222 0.734 0.682 0.502
H 0.364 -0.515 -0.138 0.486
O 0.086 -2.951 -1.824 -0.942
H 0.668 -2.916 -1.070 0.479
H 0.483 -3.534 -2.424 0.477
O 1.788 -0.813 -2.473 -0.988
H 2.416 -1.350 -2.941 0.471
H 0.924 -1.263 -2.465 0.517
O 0.723 0.222 2.657 -1.003
H 0.944 1.005 3.140 0.498
H 1.581 -0.185 2.420 0.512
O 1.761 2.289 -0.273 -0.972
H 1.493 1.392 -0.463 0.467
H 1.015 2.656 0.201 0.471
O -2.243 -2.372 -0.549 -0.977
H -2.020 -2.397 0.364 0.471
H -1.443 -2.660 -0.992 0.484
O -2.084 0.273 2.113 -0.958
H -2.435 0.829 2.795 0.483
H -1.120 0.432 2.177 0.511
O 0.047 3.034 1.563 -0.964
H -0.528 3.296 0.863 0.510
H -0.567 2.908 2.307 0.459
O -3.071 1.562 0.013 -0.948
H -3.541 2.178 0.581 0.460
H -2.750 0.990 0.707 0.485

*y*
45
Properties=species:S:1:pos:R:3:nbo_charge:R:1 method="wB97M-V/def2-TZVPD" molar_mass_g_mol=270.2 homo_lumo_gap_ev=8.657 lumo_ha=-0.0358
O -4.121 20.570 -17.378 -0.959
H -3.412 20.970 -16.895 0.496
H -4.331 19.771 -16.853 0.496
O -3.089 23.237 -17.802 -0.956
H -2.182 23.134 -17.486 0.479
H -3.528 23.725 -17.138 0.497
O -7.921 20.944 -20.137 -0.968
H -8.775 20.960 -19.701 0.460
H -7.245 21.068 -19.479 0.492
O -2.728 25.025 -20.010 -0.974
H -2.431 24.509 -20.760 0.485
H -2.828 24.389 -19.258 0.465
O -6.885 18.664 -18.521 -0.978
H -6.084 18.952 -18.943 0.467
H -7.532 18.920 -19.158 0.487
O -6.518 17.892 -21.224 -0.985
H -6.814 17.555 -22.064 0.467
H -5.817 18.598 -21.316 0.496
O -0.821 21.738 -19.533 -0.957
H -0.070 22.060 -19.031 0.488
H -0.424 21.193 -20.208 0.483
O -5.030 19.783 -22.627 -0.931
H -4.134 19.941 -22.366 0.477
H -4.927 18.925 -23.077 0.454
O -4.260 21.837 -20.163 -1.000
H -3.688 22.053 -19.466 0.482
H -4.423 20.877 -20.236 0.503
O -1.120 23.603 -21.646 -0.958
H -1.120 22.999 -22.385 0.483
H -1.337 23.107 -20.829 0.477
O -4.534 19.223 -19.717 -0.943
H -4.093 19.476 -18.951 0.492
H -3.975 18.516 -20.046 0.489
O -2.453 20.628 -22.180 -0.957
H -2.055 19.756 -22.202 0.480
H -2.381 21.137 -21.409 0.494
O -6.418 21.747 -18.021 -0.960
H -6.966 21.500 -17.254 0.477
H -5.585 21.373 -17.798 0.484
O -5.515 24.228 -19.548 -0.950
H -5.426 23.433 -19.023 0.466
H -4.740 24.200 -20.099 0.476
O -4.478 23.320 -22.556 -0.982
H -5.418 23.486 -22.667 0.475
H -4.405 22.752 -21.745 0.489

*z*
45
Properties=species:S:1:pos:R:3:nbo_charge:R:1 method="wB97M-V/def2-TZVPD" molar_mass_g_mol=270.2 homo_lumo_gap_ev=9.365 lumo_ha=-0.0324
O 2.192 -1.055 2.359 -0.937
H 1.299 -1.306 2.126 0.460
H 2.405 -1.918 2.704 0.467
O -0.969 3.294 -0.942 -0.966
H -0.127 2.909 -1.044 0.495
H -1.588 3.039 -1.620 0.494
O -1.936 -2.855 -0.418 -0.975
H -2.871 -2.648 -0.338 0.515
H -1.734 -3.756 -0.126 0.492
O 0.287 -2.235 -1.780 -0.969
H -0.413 -2.449 -1.158 0.483
H 0.385 -2.961 -2.406 0.477
O 1.107 1.686 1.561 -0.956
H 1.668 1.563 2.323 0.502
H 0.299 1.820 2.000 0.508
O -0.248 0.142 -0.062 -1.039
H -0.455 -0.499 0.629 0.489
H 0.389 0.601 0.523 0.511
O -2.985 -0.076 1.517 -0.954
H -3.107 0.041 0.574 0.498
H -2.999 -1.012 1.699 0.444
O 1.824 2.475 -1.420 -0.994
H 1.461 2.689 -2.331 0.476
H 1.943 1.535 -1.345 0.495
O -1.661 2.519 1.423 -0.990
H -1.301 3.028 0.667 0.493
H -1.888 1.697 0.968 0.467
O 1.410 -3.690 0.943 -0.956
H 0.844 -2.973 1.195 0.473
H 1.040 -4.161 0.201 0.463
O 2.214 -0.190 -1.563 -0.982
H 2.723 -0.154 -0.760 0.488
H 1.382 -0.652 -1.408 0.517
O -0.368 0.895 -2.925 -0.967
H 0.468 0.835 -3.435 0.479
H -0.115 0.899 -2.009 0.484
O -2.720 0.076 -1.189 -0.988
H -2.697 -0.287 -2.093 0.493
H -1.814 0.056 -0.959 0.496
O -0.418 -1.896 1.854 -0.965
H -1.131 -2.288 1.359 0.498
H -0.774 -1.912 2.714 0.497
O 3.254 2.992 0.940 -0.977
H 2.322 2.742 0.934 0.485
H 3.391 3.431 0.118 0.473

Short version: *w* is the least stable of them.

*w*
45
Properties=species:S:1:pos:R:3:nbo_charge:R:1 method="wB97M-V/def2-TZVPD" molar_mass_g_mol=270.2 homo_lumo_gap_ev=9.906 lumo_ha=-0.0051
O 0.602 3.952 1.689 -0.963
H 0.463 3.056 1.194 0.476
H -0.048 4.283 2.030 0.437
O -1.879 -0.984 0.313 -0.986
H -0.997 -0.575 -0.109 0.504
H -2.136 -0.231 0.949 0.503
O 0.461 1.793 0.157 -0.996
H 1.175 2.129 -0.472 0.520
H 0.996 1.094 0.498 0.509
O 3.603 -2.862 0.381 -0.977
H 3.350 -1.829 0.204 0.493
H 3.662 -3.372 -0.332 0.467
O 1.048 -4.390 -0.101 -0.947
H 0.820 -3.649 -0.785 0.492
H 1.069 -4.188 0.714 0.455
O 1.697 -0.662 0.287 -1.003
H 2.456 -0.262 0.661 0.496
H 1.242 -1.266 0.886 0.520
O -2.783 1.314 2.109 -0.976
H -2.958 1.935 2.868 0.495
H -2.287 1.830 1.500 0.488
O -1.713 2.476 -2.980 -0.979
H -2.735 2.054 -3.112 0.499
H -1.215 2.061 -2.278 0.480
O 2.504 1.928 -1.906 -0.962
H 2.527 0.900 -1.826 0.490
H 1.927 1.996 -2.766 0.492
O -4.708 -1.432 1.756 -0.917
H -4.051 -1.101 2.154 0.446
H -4.447 -1.652 0.808 0.472
O 0.020 -2.363 2.443 -0.953
H -0.728 -1.998 2.581 0.469
H 0.205 -3.201 2.868 0.489
O 4.103 0.130 1.366 -0.959
H 4.618 0.851 1.084 0.482
H 4.724 -0.248 2.025 0.497
O -1.462 3.680 0.156 -0.973
H -0.807 2.934 0.002 0.473
H -1.347 4.097 -0.719 0.479
O -2.251 -0.349 -2.103 -1.039
H -2.515 -0.688 -2.971 0.484
H -2.619 -0.689 -1.234 0.524
O 0.459 -2.026 -3.276 -0.946
H 0.324 -2.853 -3.626 0.466
H -0.366 -1.625 -3.088 0.479

*x*
45
Properties=species:S:1:pos:R:3:nbo_charge:R:1 method="wB97M-V/def2-TZVPD" molar_mass_g_mol=270.2 homo_lumo_gap_ev=9.332 lumo_ha=-0.0111
O 0.088 -0.080 0.161 -1.035
H 0.132 -0.399 1.073 0.518
H 0.244 -0.693 -0.550 0.499
O 2.271 1.164 -2.782 -0.971
H 2.380 0.425 -2.127 0.495
H 2.867 0.910 -3.474 0.468
O 0.252 -0.070 4.896 -0.970
H -0.195 -0.117 4.037 0.497
H -0.419 -0.461 5.465 0.466
O -0.761 1.671 -2.172 -0.949
H 0.165 1.580 -2.080 0.493
H -0.807 2.564 -2.481 0.492
O 2.923 0.631 0.805 -0.942
H 2.424 0.148 0.146 0.483
H 2.609 0.251 1.604 0.454
O -2.258 1.623 0.052 -0.996
H -1.618 1.542 -0.686 0.485
H -1.586 1.764 0.733 0.482
O 0.940 2.618 -0.133 -0.984
H 1.571 3.080 0.446 0.477
H 0.894 1.704 0.095 0.494
O 2.425 -1.215 -1.500 -0.985
H 1.749 -1.863 -1.758 0.518
H 3.260 -1.517 -1.832 0.485
O 0.715 -1.755 2.178 -0.935
H 1.682 -1.726 2.085 0.480
H 0.439 -2.578 1.778 0.476
O -2.336 -1.330 0.782 -0.976
H -1.871 -0.524 0.510 0.527
H -1.781 -2.130 0.961 0.463
O 0.235 -0.373 -3.949 -0.960
H 0.785 0.132 -3.372 0.477
H 0.662 -0.295 -4.785 0.462
O -2.384 -0.594 -2.286 -0.963
H -3.119 -0.281 -2.816 0.474
H -1.749 0.050 -2.364 0.485
O -2.143 -0.678 3.489 -1.002
H -3.007 -0.428 3.819 0.471
H -2.234 -0.766 2.519 0.505
O -0.083 -2.171 -1.533 -0.967
H -0.224 -3.121 -1.513 0.481
H -0.784 -1.999 -2.095 0.516
O -0.778 1.567 2.523 -0.950
H -1.450 1.619 3.208 0.486
H -0.126 2.122 2.922 0.475

*y*
45
Properties=species:S:1:pos:R:3:nbo_charge:R:1 method="wB97M-V/def2-TZVPD" molar_mass_g_mol=270.2 homo_lumo_gap_ev=10.298 lumo_ha=-0.0168
O 2.143 -1.476 1.980 -0.997
H 2.775 -1.302 1.251 0.490
H 2.549 -1.368 2.873 0.490
O -1.633 1.100 1.390 -0.989
H -1.275 1.425 0.561 0.484
H -2.308 0.468 1.161 0.493
O 0.268 1.368 3.924 -0.946
H -0.266 2.170 4.020 0.465
H -0.105 1.051 3.093 0.479
O 3.401 2.101 -0.625 -0.931
H 3.372 1.141 -0.886 0.465
H 4.321 2.195 -0.332 0.465
O -0.122 -2.174 -0.260 -0.993
H 0.508 -2.367 0.434 0.497
H 0.214 -2.629 -1.052 0.500
O -1.457 -0.023 -1.523 -0.972
H -1.291 -0.408 -0.649 0.492
H -1.145 -0.699 -2.125 0.486
O 1.796 -2.365 -3.300 -0.956
H 1.283 -1.705 -3.788 0.472
H 2.256 -1.807 -2.664 0.485
O 1.502 0.107 -1.931 -0.976
H 1.006 0.468 -1.199 0.470
H 1.792 0.810 -2.589 0.506
O -1.022 -3.390 2.534 -0.971
H -0.893 -2.964 1.684 0.478
H -0.282 -3.761 2.999 0.490
O 0.474 2.558 0.323 -0.971
H 0.006 2.727 1.128 0.507
H 0.646 1.742 -0.108 0.472
O -2.978 3.242 2.776 -0.959
H -3.007 3.583 1.872 0.472
H -2.572 2.381 2.739 0.484
O 0.297 2.521 -3.995 -0.938
H -0.124 2.457 -3.191 0.470
H -0.327 2.250 -4.649 0.469
O 3.421 -1.095 -0.528 -0.953
H 3.810 -1.950 -0.709 0.491
H 4.086 -0.496 -0.156 0.481
O -3.886 0.687 -0.353 -0.979
H -3.843 -0.213 -0.026 0.478
H -3.224 0.577 -1.067 0.482
O -3.440 -1.949 0.288 -0.972
H -4.109 -2.641 0.099 0.498
H -2.621 -2.348 0.577 0.491

*z*
45
Properties=species:S:1:pos:R:3:nbo_charge:R:1 method="wB97M-V/def2-TZVPD" molar_mass_g_mol=270.2 homo_lumo_gap_ev=8.732 lumo_ha=-0.0182
H -0.886 -0.449 0.103 0.429
H 0.637 -0.544 0.103 0.493
H -2.997 4.116 -0.793 0.459
H -2.677 2.952 -1.739 0.460
H 3.079 -3.925 0.584 0.475
H 2.375 -3.682 -0.720 0.483
H -1.732 1.297 -3.694 0.453
H -1.650 1.118 -5.180 0.466
H 2.264 0.871 -3.363 0.471
H 3.510 0.030 -3.098 0.483
H 0.162 1.063 3.502 0.445
H -0.259 0.390 4.726 0.471
H -1.376 -2.304 3.879 0.466
H -2.047 -1.616 2.822 0.462
H 2.862 1.242 -0.512 0.474
H 3.409 2.234 -1.450 0.461
H 0.834 4.185 0.736 0.469
H -0.268 3.927 -0.240 0.448
H -0.265 0.195 -2.163 0.444
H 0.359 -0.787 -2.945 0.475
H -2.549 0.115 0.265 0.453
H -3.249 0.069 -1.210 0.492
H 3.222 -1.787 0.471 0.494
H 2.214 -1.523 -0.599 0.455
H 0.310 -1.204 2.170 0.472
H 1.031 -2.424 2.095 0.442
H -1.080 2.175 2.986 0.449
H -2.543 2.476 2.875 0.485
H -1.033 -3.025 -0.121 0.490
H -0.702 -4.400 0.400 0.460
O -0.130 -0.978 0.370 -0.936
O -3.415 3.313 -1.155 -0.919
O 3.237 -3.511 -0.276 -0.945
O -2.214 0.964 -4.403 -0.920
O 2.682 0.334 -2.723 -0.952
O 0.374 0.316 3.964 -0.913
O -1.877 -2.492 3.048 -0.926
O 2.850 2.127 -0.637 -0.937
O 0.616 4.146 -0.195 -0.917
O -0.542 -0.533 -2.626 -0.920
O -3.357 0.226 -0.233 -0.942
O 2.591 -1.103 0.216 -0.953
O 1.125 -1.499 1.818 -0.914
O -1.888 1.876 3.390 -0.935
O -1.007 -3.973 -0.446 -0.952

Short version: *z* is the least stable of them.